Entry 1:
Below is C4H8O3 in the gas phase, with properties calculated with ωB97M-V/def2-TZVPD.

Properties
- energy relative to the best compared isomer or geometry (same formula, charge and spin) (kJ/mol) = 173.70
- SMILES string = O=C(O)CCCO
- max |F| (hartree/bohr) = 0.0615
- E_tot (eV) = -10419.203
- gap between HOMO and LUMO (eV) = 11.29
- 2S+1 = 1
- E_HOMO (eV) = -10.6

Positions of all 15 atoms, in Å:
1 O -2.488 0.441 -1.389
2 C -2.030 0.434 -0.237
3 O -2.023 1.528 0.595
4 C -1.075 -0.629 0.222
5 C 0.328 0.061 -0.011
6 C 1.602 -0.759 -0.166
7 O 2.678 0.143 -0.504
8 H -2.431 2.265 0.186
9 H -1.050 -1.542 -0.346
10 H -0.877 -0.950 1.210
11 H 0.247 0.862 -0.751
12 H 0.554 0.703 0.938
13 H 1.744 -1.305 0.928
14 H 1.561 -1.574 -0.902
15 H 3.261 0.320 0.228

Forces on atoms 1 to 2 (eV/Å):
O 0.54 0.18 3.11
C -0.18 0.49 -2.29

=====

Entry 2:
Below is 2 unconnected molecules or ions with the total composition C3H8Br2Si, with properties calculated with ωB97M-V/def2-TZVPD.

Properties
- energy relative to the best compared isomer or geometry (same formula, charge and spin) (kJ/mol) = 521.81
- max |F| (hartree/bohr) = 0.1042
- E_tot (eV) = -151199.987
- gap between HOMO and LUMO (alpha / beta) (eV) = 9.32 / 4.80
- 2S+1 = 1
- E_HOMO (alpha / beta) (eV) = -10.0 / -8.4

Positions of all 14 atoms, in Å:
1 C 0.985 -0.205 1.440
2 C 1.062 0.737 -1.360
3 C -1.340 -0.478 -0.112
4 Si 0.495 -0.705 -0.316
5 Br -2.365 -2.026 -0.320
6 Br -4.625 1.412 0.322
7 H 0.351 0.642 1.603
8 H 0.648 -0.837 2.233
9 H 2.046 0.179 1.383
10 H 1.997 1.227 -0.966
11 H 1.178 0.638 -2.504
12 H 0.414 1.472 -1.265
13 H -1.715 0.107 0.722
14 H 0.869 -2.161 -0.860

Forces on atoms 1 to 2 (eV/Å):
C 1.20 0.42 -1.39
C 4.32 -2.40 -2.07